[1]
38
Properties=species:S:1:pos:R:3 method="wB97M-V/def2-TZVPD" largest_force_ev_per_a=8.37 homo_energy_ev=-8.33 charge=0 homo_lumo_gap_ev=8.71 de_lowest_kcal_mol=115.0 molar_mass_g_mol=282.3 smiles="C[C@@H](O)[C@H](N)C(=O)N[C@@H](Cc1ccc(O)cc1)C(=O)O"
O 1.799 -0.064 0.892
O -2.437 5.618 -0.356
O 2.313 -4.271 2.385
O -2.096 -1.974 -1.767
O -2.853 0.041 -0.896
N 0.366 -1.261 -0.472
N 3.796 -2.259 1.014
C -1.475 2.735 -2.229
C 1.556 -3.091 1.946
C -1.870 -0.907 -1.134
C 0.063 0.807 -1.446
C -0.144 2.851 -0.073
C -2.300 3.776 -1.842
C -0.893 4.004 0.257
C 1.541 -1.148 0.366
C -0.565 2.139 -1.316
C -1.903 4.496 -0.697
C 2.239 -2.425 0.685
C -0.622 -0.348 -0.603
C 0.193 -3.623 1.688
H 1.015 0.912 -0.951
H -0.729 4.593 1.215
H -1.693 2.166 -3.040
H 0.098 -2.276 -0.516
H 1.462 -2.408 2.780
H -0.666 0.041 0.373
H -3.193 4.088 -2.561
H -3.387 5.687 -0.918
H 0.029 -4.151 0.691
H -0.679 -2.974 1.998
H 3.731 -1.459 1.851
H 0.518 2.512 0.799
H -0.096 -4.364 2.487
H 3.978 -1.630 0.085
H 3.261 -3.944 2.352
H -2.617 0.877 -0.484
H 0.151 0.238 -2.409
H 2.108 -3.008 -0.153

[2]
51
Properties=species:S:1:pos:R:3 method="wB97M-V/def2-TZVPD" largest_force_ev_per_a=4.25 homo_energy_ev="-2.62 / -2.62" charge=-2 homo_lumo_gap_ev="5.82 / 4.77" de_lowest_kcal_mol=17.6 molar_mass_g_mol=867.4 multiplicity=5 s_squared=6.03
Pt -1.136 -0.624 0.865
Sb 0.798 -0.314 7.115
S 1.286 -2.180 8.285
S -0.722 0.133 3.113
S -1.444 -0.204 7.032
S -1.904 -0.794 4.446
P -3.895 -1.312 -1.040
P -3.123 1.516 -1.031
O -2.748 -1.608 -0.139
O -2.454 1.426 0.490
O -0.821 2.952 -3.893
O -3.759 2.842 -1.139
O -4.259 0.315 -0.888
O -3.315 -1.361 -2.537
O -2.000 1.183 -1.995
O 2.171 4.830 -1.128
O -5.107 -2.150 -0.964
N 0.947 3.711 -2.598
N 0.686 0.784 0.603
N 0.269 -2.287 0.438
C 1.629 3.824 -1.487
C 0.615 1.887 -0.203
C 0.751 -2.362 -0.848
C 0.422 2.585 -3.379
C 2.096 -3.578 0.477
C 2.961 2.199 -0.114
C 1.959 -3.092 -0.862
C 1.058 -3.074 1.233
C -0.047 -1.711 -1.964
C 0.834 -3.166 2.712
C 3.037 1.038 0.640
C 1.887 0.360 0.980
C 1.715 2.613 -0.599
H 0.560 -1.800 -2.929
H -0.377 2.284 -0.425
H -1.450 2.335 -3.500
H 1.493 -3.941 3.187
H -0.368 -0.701 -1.889
H 2.621 -3.283 -1.681
H 0.368 1.728 -2.729
H 3.844 2.707 -0.545
H -0.227 -3.523 2.994
H 0.988 4.682 -3.073
H -3.119 1.856 1.066
H -1.030 -2.286 -2.136
H 2.986 -3.963 1.015
H -2.718 -0.601 -2.603
H 1.078 2.265 -4.218
H 4.032 0.684 0.935
H 1.905 -0.583 1.548
H 1.025 -2.244 3.363

[3]
40
Properties=species:S:1:pos:R:3 method="wB97M-V/def2-TZVPD" largest_force_ev_per_a=0.90 homo_energy_ev=-8.71 charge=0 homo_lumo_gap_ev=8.93 de_lowest_kcal_mol=2.7 molar_mass_g_mol=342.4 smiles="CCCCNS(=O)(=O)c1ccc2nc(SCC(N)=O)[nH]c2c1"
S 3.871 -2.239 -2.403
S 0.234 2.415 2.753
O 1.398 3.189 3.071
O 1.000 -4.913 -2.661
O -0.639 1.999 3.816
N 3.056 -0.224 -0.777
N -0.606 3.294 1.605
N 1.841 -2.097 -0.637
N 1.355 -3.019 -3.827
C 2.084 0.024 0.162
C -2.164 2.205 0.057
C -3.552 1.583 -0.102
C -1.994 2.926 1.397
C 0.249 -1.279 1.110
C -0.048 -0.177 1.887
C 3.134 -3.896 -2.416
C -3.742 0.337 0.755
C 0.703 0.990 1.789
C 2.852 -1.507 -1.204
C 1.777 1.128 0.936
C 1.326 -1.175 0.236
C 1.710 -3.985 -2.960
H 3.141 -4.281 -1.398
H -4.312 2.325 0.155
H -2.633 3.812 1.426
H -0.860 -0.194 2.596
H 1.958 -2.239 -4.025
H -3.696 1.314 -1.151
H 0.418 -3.021 -4.194
H -2.992 -0.411 0.504
H 2.332 2.051 0.911
H 3.794 0.394 -1.070
H -1.405 1.424 -0.020
H -2.283 2.271 2.222
H 3.790 -4.506 -3.040
H -0.318 -2.193 1.170
H -4.727 -0.091 0.583
H -1.987 2.921 -0.747
H -3.654 0.570 1.812
H -0.409 4.277 1.680